DFT (the ωB97M-V functional and the def2-TZVPD basis) results for a structure of composition C41H41Cl2N6O5PPd.

CARTESIAN COORDINATES (ANGSTROEM)
Pd 0.05461 0.52426 0.07228
O -2.02462 1.76257 -1.35182
C -2.15692 1.91968 -0.19342
C -2.71718 2.22421 1.03353
C -3.55800 3.36778 1.15520
C -3.97799 3.75320 2.40535
C -3.60296 3.04047 3.55067
C -2.79830 1.91253 3.43427
C -2.33955 1.49118 2.19816
P -1.44811 -0.04684 1.86976
C -0.61188 -0.48711 3.40605
C -0.74064 -1.73924 4.00104
C -0.05569 -2.02378 5.17223
C 0.76759 -1.06805 5.75015
C 0.91092 0.17641 5.15267
C 0.22694 0.46616 3.98336
C -2.81776 -1.19617 1.57317
C -3.65959 -1.58223 2.61666
C -4.75510 -2.39137 2.36298
C -5.03142 -2.80252 1.06444
C -4.21448 -2.39705 0.01957
C -3.10891 -1.59692 0.27318
H -3.86503 3.90840 0.27034
H -4.62889 4.61277 2.49914
H -3.95517 3.35558 4.52289
H -2.52445 1.35075 4.31948
H -1.37537 -2.49093 3.55299
H -0.16873 -2.99384 5.63821
H 1.29813 -1.29311 6.66564
H 1.55756 0.92102 5.59727
H 0.35244 1.43382 3.51372
H -3.46653 -1.24632 3.62826
H -5.40314 -2.68948 3.17638
H -5.89423 -3.42503 0.86761
H -4.44168 -2.69661 -0.99516
H -2.48054 -1.27770 -0.54848
C 0.82484 -5.79015 2.15639
N -0.33041 -5.05396 1.64900
C -1.66044 -5.63317 1.83377
C -0.22228 -3.79412 1.30124
N -0.16252 -2.68359 0.97462
H 0.71352 -5.98347 3.22477
H 1.72737 -5.20711 1.99403
H 0.91350 -6.74179 1.63258
H -1.85671 -5.80761 2.89359
H -1.72500 -6.58253 1.30229
H -2.41011 -4.95056 1.43873
C -0.60196 5.05138 2.77685
N 0.09168 4.69529 1.53628
C 0.57284 5.77228 0.67128
C 0.42823 3.45976 1.31131
N 0.72570 2.35091 1.13491
H 0.05219 5.64806 3.41334
H -0.89655 4.14487 3.29990
H -1.49732 5.62251 2.53495
H 1.40886 6.29489 1.13789
H -0.24078 6.47612 0.50290
H 0.88676 5.35878 -0.28355
N -0.36584 -3.94270 -2.01265
C 0.53896 -3.15611 -2.83150
C 0.35675 -1.66048 -2.62615
O 0.74922 -0.83726 -3.40344
O -0.28726 -1.31091 -1.49068
H 0.07431 -4.78179 -1.66355
H -1.19396 -4.21680 -2.52411
H -0.41925 -2.12196 -0.93538
H 0.45416 -3.33006 -3.90566
H 1.57511 -3.37046 -2.56071
Cl 4.39430 0.06269 -5.67762
C 3.20734 1.19570 -5.16308
C 2.01884 1.28269 -5.81549
C 1.05154 2.19150 -5.36387
C 1.30070 3.03673 -4.29114
C 2.49541 2.97583 -3.62007
Cl 2.82663 4.16698 -2.44129
C 3.49198 2.00560 -4.00096
N 4.67188 1.84695 -3.40855
C 5.08109 2.23121 -2.08114
C 5.93413 3.31854 -1.95800
C 6.33234 3.72609 -0.69886
C 5.88615 3.03265 0.41889
C 5.08358 1.91413 0.27289
C 4.67560 1.47329 -0.98390
C 3.91626 0.17021 -1.08879
C 2.47559 0.31589 -0.65806
O 2.04643 -0.31657 0.34900
O 1.70917 1.05736 -1.32524
H 1.81886 0.63947 -6.65982
H 0.10012 2.24637 -5.87431
H 0.56495 3.76596 -3.98514
H 5.33755 1.28617 -3.93358
H 6.24811 3.85771 -2.84231
H 6.98671 4.57978 -0.59018
H 6.19526 3.34627 1.40688
H 4.78319 1.34530 1.14492
H 4.39903 -0.58063 -0.46580
H 3.90170 -0.20588 -2.11323

Values from the calculation:
2S+1 ... 5
Charge ... +2
M ... 906.1 g mol⁻¹
Strongest force on any atom ... 0.6 eV/Å
Total energy ... -100158.257 eV